26
Properties=species:S:1:pos:R:3:forces:R:3:lowdin_charge:R:1 method="wB97M-V/def2-TZVPD" molar_mass_g_mol=183.21 orbital_gap_ev=10.39 homo_energy_ev=-9.948 charge=0 max_force_ha_per_bohr=0.1220
C -1.56733 -1.89119 -0.18578 1.989 -0.751 0.853 -0.095
C -1.52263 -0.81392 0.85157 -0.591 1.981 1.096 -0.304
C -0.99363 1.58952 0.69688 -5.355 -0.344 -2.999 -0.699
C 0.76588 0.43765 -1.40173 0.109 1.569 -4.353 -0.526
C 0.01655 1.52988 -2.10699 -0.625 1.724 -1.428 -0.047
C 1.61003 -0.77472 0.16607 1.525 2.887 2.105 -0.446
C 2.34751 -0.94288 1.46183 0.580 -4.061 0.308 -0.043
H -0.50647 -1.84713 -0.64796 -2.311 0.402 -0.878 0.071
H -2.56932 -1.50150 -0.61254 1.880 -1.992 -0.781 0.114
H -1.39195 -2.97282 0.24175 -1.578 1.953 -0.529 0.110
H -2.29348 -0.92245 1.59676 -0.491 -0.338 0.178 0.093
H -0.64111 -0.59926 1.45838 0.212 -0.855 -0.267 0.084
H -2.80823 1.16256 0.86581 2.882 -2.806 -3.246 0.277
H 0.77412 2.19849 0.79726 1.413 0.994 0.120 0.156
H -1.12289 1.01399 -2.46396 3.487 2.191 1.088 0.149
H -0.03752 2.44437 -1.21804 -0.413 -2.253 -3.499 0.119
H 0.77253 1.98652 -3.25383 -2.665 -1.617 3.940 0.192
H 2.97719 -0.03893 1.82957 -1.610 -1.660 -0.399 0.107
H 3.08364 -1.82380 1.09501 -1.120 2.234 1.119 0.117
H 1.66948 -1.60889 2.17317 1.463 2.218 -0.582 0.103
N -1.84068 0.54808 0.15399 -2.594 1.980 5.357 0.063
N 0.26999 1.36101 0.71816 4.236 -2.905 0.495 0.139
N 0.80870 0.34730 -0.09445 -0.370 0.275 2.132 -0.001
N 1.53173 -0.39489 -2.03103 0.674 -1.848 2.481 0.118
N 2.13227 -1.18667 -0.90854 -0.932 0.158 -3.511 0.101
O -1.46439 2.69966 0.81864 0.204 0.863 1.203 0.049